1.
This record from OMol25 describes a structure of composition C32H73BInO10S6 at a distorted geometry. The level of theory is ωB97M-V/def2-TZVPD.

Element x y z (Å)
1 C 1.9694 -3.0855 6.4911
2 O 0.6483 -3.4428 6.1750
3 C 0.4826 -4.8351 5.9968
4 C 0.9714 -5.3061 4.6116
5 C 1.9555 -6.4620 4.7012
6 C 2.5474 -6.9365 3.3659
7 C 2.8159 -5.8152 2.3430
8 C 3.7827 -4.7711 2.8756
9 C 3.9671 -3.5254 2.0035
10 C 2.8662 -2.4665 2.1158
11 C 1.6643 -2.6741 1.1985
12 C 0.4441 -1.7959 1.5903
13 C -0.7355 -2.6739 2.0273
14 C -1.7635 -1.9237 2.9034
15 In -3.7975 -2.2023 2.0265
16 C -4.5731 -4.2998 2.2271
17 C -6.0299 -4.4351 2.5177
18 C -6.6362 -3.9245 3.6716
19 C -8.0020 -4.0688 3.9292
20 C -8.8235 -4.7308 3.0151
21 C -8.2430 -5.2607 1.8652
22 C -6.8769 -5.1183 1.6236
23 O -5.1498 -0.7838 2.8415
24 B -5.2326 -0.6644 4.1494
25 O -6.2296 0.1735 4.7477
26 O -4.3614 -1.3008 5.0847
27 H 1.9597 -2.0915 6.9280
28 H 2.5962 -3.0304 5.5978
29 H 2.4103 -3.7744 7.2153
30 H -0.5888 -4.9963 6.0595
31 H 0.9819 -5.3863 6.7989
32 H 0.1048 -5.6304 4.0376
33 H 1.3680 -4.4335 4.1037
34 H 1.4251 -7.3001 5.1557
35 H 2.7769 -6.2200 5.3781
36 H 1.8202 -7.6056 2.9031
37 H 3.4879 -7.4693 3.5020
38 H 1.8507 -5.3964 2.0729
39 H 3.2257 -6.2728 1.4437
40 H 3.5211 -4.4431 3.8785
41 H 4.7584 -5.2592 2.9580
42 H 4.1232 -3.7879 0.9562
43 H 4.8944 -3.0549 2.3380
44 H 3.3171 -1.5193 1.8373
45 H 2.5651 -2.3400 3.1570
46 H 1.3302 -3.7084 1.1711
47 H 1.9760 -2.4162 0.1850
48 H 0.1274 -1.2458 0.7160
49 H 0.7256 -1.1456 2.4140
50 H -1.2316 -3.0832 1.1455
51 H -0.3447 -3.5041 2.6165
52 H -1.7614 -2.2610 3.9349
53 H -1.6027 -0.8473 2.9082
54 H -3.6156 -1.8622 0.2734
55 H -4.3876 -4.7754 1.2660
56 H -4.0026 -4.8723 2.9597
57 H -6.0439 -3.3994 4.4095
58 H -8.4047 -3.6411 4.8349
59 H -9.8811 -4.8116 3.2169
60 H -8.8745 -5.7811 1.1590
61 H -6.4533 -5.5491 0.7274
62 H -6.9566 -0.4059 4.9834
63 H -4.4595 -2.2518 5.0074
64 C 5.6192 1.7605 1.0661
65 S 4.9811 1.6010 2.7349
66 O 4.0612 0.4338 2.7417
67 C 3.9464 3.0698 2.6791
68 H 6.2662 0.9062 0.8748
69 H 4.7994 1.7664 0.3523
70 H 6.1950 2.6816 0.9816
71 H 3.2352 2.9796 1.8579
72 H 4.5749 3.9510 2.5471
73 H 3.4124 3.1366 3.6248
74 C -0.4212 -0.9108 -3.8370
75 S 0.4651 0.1790 -2.7120
76 O 0.5525 -0.5266 -1.4155
77 C -0.8483 1.3968 -2.5589
78 H 0.2135 -1.7726 -4.0326
79 H -1.3506 -1.2364 -3.3690
80 H -0.6239 -0.3837 -4.7703
81 H -1.7498 0.9115 -2.1833
82 H -1.0315 1.8578 -3.5304
83 H -0.5170 2.1559 -1.8535
84 C 3.4667 2.1304 -3.7499
85 S 4.8602 3.0770 -3.1469
86 O 4.8852 2.9095 -1.6637
87 C 4.1183 4.6694 -3.4781
88 H 3.6799 1.0747 -3.5937
89 H 2.5732 2.4086 -3.1924
90 H 3.3308 2.3297 -4.8128
91 H 3.1719 4.7399 -2.9386
92 H 3.9470 4.7747 -4.5531
93 H 4.8003 5.4451 -3.1290
94 C 1.7777 7.3453 -1.8207
95 S 0.1468 6.6821 -2.1821
96 O 0.3526 5.4601 -3.0061
97 C -0.3542 7.9875 -3.3063
98 H 2.2837 6.6456 -1.1583
99 H 2.3430 7.4501 -2.7474
100 H 1.6734 8.3099 -1.3238
101 H 0.3511 8.0447 -4.1366
102 H -0.3966 8.9387 -2.7762
103 H -1.3448 7.7303 -3.6728
104 C -4.8769 5.4830 -4.4776
105 S -3.3562 6.3660 -4.8356
106 O -3.6841 7.8163 -4.8875
107 C -3.2036 5.8014 -6.5348
108 H -5.1759 5.7344 -3.4626
109 H -5.6520 5.7919 -5.1791
110 H -4.6978 4.4105 -4.5498
111 H -4.0911 6.0917 -7.0973
112 H -3.0793 4.7187 -6.5455
113 H -2.3234 6.2753 -6.9645
114 C 2.4396 3.6919 -8.9060
115 S 3.2239 4.8454 -7.7758
116 O 3.4153 4.1221 -6.4900
117 C 1.7904 5.9046 -7.5538
118 H 3.1599 2.9097 -9.1355
119 H 1.5607 3.2565 -8.4306
120 H 2.1624 4.2147 -9.8213
121 H 0.9585 5.3157 -7.1668
122 H 1.5292 6.3640 -8.5072
123 H 2.0566 6.6775 -6.8359

## Properties
* gap between HOMO and LUMO: 0.19357 hartree
* E: -125703.37257 eV
* charge: -1


2.
This record from OMol25 describes the molecule C4H5NO2S at a distorted geometry. The level of theory is ωB97M-V/def2-TZVPD.

Element x y z (Å)
1 C -0.2148 -0.5379 -0.6089
2 C -1.2761 -0.1290 0.4548
3 C 1.2744 0.5565 1.0676
4 C 1.0412 0.2486 -0.4011
5 H -0.1873 -0.1807 -2.5879
6 H 0.1408 -1.5369 -0.3581
7 H -2.0303 -0.8993 0.4421
8 H -1.6918 0.8071 0.1654
9 H 2.3217 0.9653 1.3738
10 N 0.3587 0.5106 2.0429
11 O -0.8274 -0.5604 -1.8933
12 O -0.8625 -0.1042 1.8012
13 S 1.9535 0.8603 -1.4987

## Properties
* SMILES string: O[C@@H]1CON=CC1=S
* gap between HOMO and LUMO: 0.30662 hartree
* E: -20646.08617 eV
* energy above the lowest of the compared OMol25 structures with the same formula, charge and spin: 395.0 kJ/mol


3.
This record from OMol25 describes a cluster of 2 separate species, C6H8Cl2FI2N4 in total at a distorted geometry. The level of theory is ωB97M-V/def2-TZVPD.

Element x y z (Å)
1 C 2.3871 -0.5177 -1.0962
2 C 0.9475 0.2652 -1.2315
3 I 0.8321 1.7917 -2.8374
4 C -0.1777 -0.0605 -0.3061
5 I -0.0765 -1.6301 1.2722
6 N -1.5259 0.6874 -0.3640
7 C -1.6244 2.2130 -0.1445
8 N -3.0956 2.5500 -0.2500
9 C -3.8230 1.2333 -0.4876
10 N -5.1950 1.1184 -0.6010
11 F -5.6805 -0.1554 -0.8059
12 N -2.7867 0.1109 -0.5608
13 H 2.4330 -1.5436 -1.6563
14 H 3.2514 0.2380 -1.4228
15 H 2.6079 -0.7521 0.0524
16 H -0.6985 2.9335 0.0460
17 H -5.8013 1.9635 -0.5037
18 H -2.9676 -0.9176 -0.7052
19 C 4.1455 -2.0318 2.2631
20 Cl 4.7539 -0.6763 1.3052
21 Cl 4.2547 -1.6875 3.9936
22 H 3.0999 -2.2114 2.0014
23 H 4.7398 -2.9210 2.0391

## Properties
* gap between HOMO and LUMO: 0.28962 hartree
* E: -56260.18737 eV
* charge: +1


4.
This record from OMol25 describes the molecule C4H10N2O at a distorted geometry. The level of theory is ωB97M-V/def2-TZVPD.

Element x y z (Å)
1 C -0.6144 -2.2617 0.1689
2 N 0.1983 -1.1477 0.0489
3 C -0.1647 -0.0345 0.9762
4 C 0.4392 1.2693 0.4891
5 N 0.2628 1.4295 -0.9760
6 C 0.9553 2.5168 -1.6259
7 O -1.3371 -2.4509 1.1214
8 H -0.5891 -2.9970 -0.6484
9 H 1.1917 -1.2902 0.0950
10 H -1.2359 0.0004 1.1018
11 H 0.3331 -0.2938 1.9149
12 H 1.5178 1.3992 0.6514
13 H -0.0467 2.1521 0.9327
14 H -0.7486 1.4484 -1.0752
15 H 2.0147 2.2716 -1.6535
16 H 0.5651 2.5322 -2.6499
17 H 0.7866 3.5396 -1.2461

## Properties
* SMILES string: CNCCNC=O
* gap between HOMO and LUMO: 0.35415 hartree
* E: -9336.93160 eV
* energy above the lowest of the compared OMol25 structures with the same formula, charge and spin: 198.4 kJ/mol


5.
This record from OMol25 describes a structure of composition C46H57B2BiIN6O3P. The level of theory is ωB97M-V/def2-TZVPD.

Element x y z (Å)
1 Bi 0.2383 -0.3586 0.1341
2 C -3.8550 -0.8429 -0.6264
3 C -3.4019 0.3276 0.1863
4 C -3.9769 1.6100 0.2893
5 C -3.1701 2.2922 1.1788
6 C -3.2706 3.6803 1.7255
7 N -2.1779 1.4639 1.5516
8 N -2.3272 0.2478 0.9601
9 B -1.1376 1.7195 2.6761
10 N -0.5871 0.3488 3.2067
11 N 0.2819 -0.4687 2.5323
12 C 0.5813 -1.4827 3.3468
13 C 1.5993 -2.5314 3.0320
14 C -0.1049 -1.3406 4.5465
15 C -0.8351 -0.1709 4.4189
16 C -1.7633 0.4497 5.4142
17 N -0.0291 2.6571 2.1918
18 N 0.6369 2.4043 1.0345
19 C 1.5558 3.3444 0.9130
20 C 2.4300 3.3930 -0.3011
21 C 1.5199 4.2084 2.0300
22 C 0.4982 3.7327 2.8224
23 C -0.0151 4.2627 4.1232
24 H -4.0187 -0.5582 -1.6687
25 H -4.7959 -1.2387 -0.2372
26 H -3.1164 -1.6449 -0.5978
27 H -4.8510 1.9878 -0.2186
28 H -3.9009 4.2904 1.0791
29 H -2.2889 4.1541 1.7932
30 H -3.7074 3.6758 2.7275
31 H -1.6921 2.2665 3.5942
32 H 1.7337 -2.7074 1.9642
33 H 1.3103 -3.4702 3.5045
34 H 2.5661 -2.2391 3.4467
35 H -0.0663 -1.9974 5.4014
36 H -1.8573 -0.2159 6.2706
37 H -2.7536 0.6124 4.9893
38 H -1.3959 1.4140 5.7643
39 H 3.4842 3.4722 -0.0263
40 H 2.1829 4.2587 -0.9203
41 H 2.2904 2.4844 -0.8901
42 H 2.1392 5.0721 2.2184
43 H 0.5323 5.1678 4.3802
44 H 0.1167 3.5447 4.9340
45 H -1.0775 4.5062 4.0737
46 I -1.6095 2.5418 -1.8439
47 C -0.3563 3.7044 -3.0609
48 C -0.3044 5.0316 -2.7431
49 C 0.2791 5.9685 -3.6287
50 C 0.7170 5.5494 -4.8484
51 C 0.6760 4.1743 -5.2000
52 C 1.0741 3.7668 -6.4983
53 C 1.0450 2.4499 -6.8530
54 C 0.7159 1.4851 -5.8774
55 C 0.3594 1.8305 -4.5984
56 P 0.3195 0.4996 -3.2964
57 C -1.1458 -0.4924 -3.7851
58 C -1.2993 -1.7828 -3.2721
59 C -2.4303 -2.5362 -3.5523
60 C -3.4460 -1.9995 -4.3305
61 C -3.3272 -0.7025 -4.8098
62 C -2.1872 0.0436 -4.5407
63 C 1.7674 -0.5119 -3.8144
64 C 3.0028 0.0279 -3.4452
65 C 4.1837 -0.6265 -3.7505
66 C 4.1502 -1.8551 -4.4033
67 C 2.9299 -2.4111 -4.7533
68 C 1.7442 -1.7410 -4.4627
69 C 0.2246 3.2064 -4.2650
70 H -0.7568 5.3766 -1.8228
71 H 0.3182 7.0142 -3.3522
72 H 1.1006 6.2551 -5.5761
73 H 1.3885 4.5284 -7.2034
74 H 1.3239 2.1354 -7.8508
75 H 0.8138 0.4386 -6.1371
76 H -0.5269 -2.2099 -2.6376
77 H -2.5283 -3.5333 -3.1436
78 H -4.3299 -2.5845 -4.5516
79 H -4.1247 -0.2654 -5.3977
80 H -2.1111 1.0541 -4.9229
81 H 3.0333 0.9662 -2.8994
82 H 5.1318 -0.1900 -3.4606
83 H 5.0713 -2.3774 -4.6296
84 H 2.8941 -3.3672 -5.2609
85 H 0.8023 -2.1831 -4.7632
86 C 3.8264 -2.1934 -0.3743
87 C 3.5225 -0.7567 0.0130
88 C 3.6704 -0.5221 1.5096
89 O 2.2585 -0.3693 -0.4595
90 H 4.8249 -2.4786 -0.0294
91 H 3.7839 -2.3123 -1.4595
92 H 3.0904 -2.8731 0.0744
93 H 4.2531 -0.1109 -0.4973
94 H 3.1355 -1.2978 2.0717
95 H 3.2572 0.4489 1.7891
96 H 4.7208 -0.5541 1.8101
97 C -1.9833 -5.4781 -1.0849
98 C -1.1195 -4.7996 -0.0424
99 C -1.5987 -5.1529 1.3565
100 O -1.2786 -3.3606 -0.1743
101 B -0.0526 -2.7760 0.0557
102 O 0.9609 -3.7014 0.1118
103 C 0.4172 -5.0008 -0.2450
104 C 1.0414 -6.0327 0.6699
105 C 0.8169 -5.2585 -1.6900
106 H -3.0340 -5.2629 -0.8848
107 H -1.8440 -6.5617 -1.0466
108 H -1.7441 -5.1378 -2.0901
109 H -2.6352 -4.8309 1.4623
110 H -1.0075 -4.6352 2.1153
111 H -1.5458 -6.2278 1.5397
112 H 0.9180 -5.7640 1.7177
113 H 2.1086 -6.1060 0.4581
114 H 0.5924 -7.0159 0.5049
115 H 0.4165 -4.4879 -2.3530
116 H 0.4748 -6.2352 -2.0372
117 H 1.9045 -5.2227 -1.7600

## Properties
* gap between HOMO and LUMO: 0.28244 hartree
* E: -88297.67060 eV
* energy above the lowest of the compared OMol25 structures with the same formula, charge and spin: 0.0 kJ/mol


6.
This record from OMol25 describes a cluster of 2 separate species, C6H12O in total at a distorted geometry. The level of theory is ωB97M-V/def2-TZVPD.

Element x y z (Å)
1 C -1.1800 1.4855 0.0634
2 C -0.7079 0.1614 0.7700
3 C 0.5771 -0.1673 0.7166
4 C 1.5705 0.4469 -0.1795
5 C 2.8885 0.0610 -0.4087
6 C -1.6795 -0.5897 1.6315
7 H -1.3845 1.3066 -1.0334
8 H -0.2582 2.1182 -0.0909
9 H -1.9469 1.9589 0.7268
10 H 0.9392 -1.1159 1.1439
11 H 1.0803 1.2902 -0.7489
12 H 3.0641 -1.0286 -0.6187
13 H 3.5207 0.8508 -0.8537
14 H -2.5875 -1.1419 1.1796
15 H -2.1900 -0.0007 2.3999
16 H -1.1572 -1.4716 2.0999
17 H -0.5803 -0.9121 -1.1233
18 H -0.5556 -1.9551 -2.3596
19 O -0.8445 -1.0358 -2.0352

## Properties
* SMILES string: C=CC=C(C)C.O
* gap between HOMO and LUMO: 0.32271 hartree
* E: -8461.37287 eV
* energy above the lowest of the compared OMol25 structures with the same formula, charge and spin: 287.6 kJ/mol